1.
DFT (wB97M-V/def2-TZVPD) results for C15H15ClIN4O2PdSbSe5 as an isolated structure at a distorted geometry.

Calculated values
LUMO = -1.223 eV
orbital gap = 5.92 eV
E_HOMO = -7.14 eV

Element x y z (Å)
Pd: 0.296 -0.351 0.412
Cl: -6.059 -1.380 3.682
C: -4.970 -1.141 2.340
C: -4.681 -2.200 1.473
C: -3.587 -2.141 0.648
C: -2.706 -1.030 0.652
O: -1.645 -1.048 -0.091
C: -3.089 0.090 1.452
C: -2.323 1.322 1.497
O: -1.410 1.623 0.741
C: -4.205 -0.008 2.300
H: -5.317 -3.077 1.482
H: -3.349 -2.961 -0.018
H: -2.612 2.039 2.288
H: -4.437 0.814 2.968
Se: -0.456 0.681 6.230
Sb: -0.498 -1.135 4.662
Se: -0.199 -3.354 5.572
Se: -2.624 -2.124 5.388
Se: 0.513 -0.482 2.581
C: 1.990 3.120 -0.935
N: 2.872 2.039 -1.350
C: 3.668 2.048 -2.476
C: 4.421 0.932 -2.444
N: 4.077 0.244 -1.295
C: 4.707 -0.982 -0.825
C: 3.133 0.935 -0.628
Se: 2.265 0.409 1.033
H: 1.448 3.502 -1.797
H: 2.567 3.919 -0.472
H: 1.270 2.763 -0.205
H: 3.610 2.836 -3.206
H: 5.149 0.545 -3.134
H: 5.029 -1.574 -1.679
H: 3.999 -1.566 -0.245
H: 5.558 -0.754 -0.186
I: 0.125 -1.913 -5.363
C: -0.084 -0.798 -3.648
C: -1.124 0.041 -3.299
N: -0.815 0.563 -2.111
N: 0.360 0.115 -1.655
C: 0.814 -0.729 -2.581
H: -2.044 0.286 -3.804
H: -1.387 1.125 -1.491
H: 1.752 -1.246 -2.465

Results of the natural (NBO) charge analysis, in e, for atoms 1 through 2: Pd 0.58; Cl -0.02

2.
DFT (wB97M-V/def2-TZVPD) results for C15H15CrF6N2O5S2 as an isolated structure.

Calculated values
LUMO (alpha / beta) = -8.628 / -7.446 eV
orbital gap (alpha / beta) = 7.65 / 8.84 eV
multiplicity = 4
E_HOMO (alpha / beta) = -16.28 / -16.29 eV
charge = +2

Element x y z (Å)
Cr: 0.205 -0.301 -0.854
C: 1.214 1.478 3.977
C: 1.493 1.283 2.523
C: 1.055 2.213 1.573
C: 1.348 2.047 0.236
C: 2.047 0.900 -0.208
C: 2.542 -0.002 0.767
C: 2.244 0.175 2.096
H: 2.150 1.677 4.505
H: 0.790 0.573 4.414
H: 0.539 2.311 4.156
H: 0.520 3.095 1.903
H: 1.061 2.807 -0.480
H: 2.487 0.899 -1.201
H: 3.166 -0.827 0.454
H: 2.617 -0.525 2.832
F: -2.472 -2.972 2.293
C: -2.773 -2.593 1.077
F: -3.488 -1.488 1.080
F: -3.354 -3.540 0.394
S: -1.171 -2.159 0.209
O: -0.521 -1.013 0.928
O: -1.432 -1.593 -1.143
N: -0.367 -3.464 0.189
S: 0.997 -3.413 -0.653
O: 1.064 -4.328 -1.722
O: 1.315 -1.986 -0.988
C: 2.266 -3.868 0.623
F: 3.451 -3.694 0.075
F: 2.123 -3.060 1.666
F: 2.074 -5.113 0.971
O: 0.534 0.077 -2.785
C: -0.467 0.854 -3.496
C: -1.274 1.585 -2.460
C: -2.178 2.570 -2.812
C: -2.944 3.156 -1.818
C: -2.787 2.742 -0.500
C: -1.856 1.769 -0.218
N: -1.107 1.207 -1.183
H: 0.958 -0.582 -3.356
H: -1.105 0.177 -4.066
H: 0.038 1.541 -4.173
H: -2.282 2.865 -3.847
H: -3.660 3.928 -2.069
H: -3.375 3.171 0.299
H: -1.682 1.419 0.791

Results of the natural (NBO) charge analysis, in e, for atoms 1 through 2: Cr 1.37; C -0.66